P) The molecule C3H5OP. Source: the Open Molecules 2025 dataset; level of theory: ωB97M-V with the def2-TZVPD basis set.

Computed properties:
SMILES string	[H]/P=C/C(C)=O
HOMO-LUMO gap (spin up / spin down)	0.3176 / 0.3176	Eh
molar mass	88.05	g mol⁻¹
E_HOMO (spin up / spin down)	-9.5 / -9.5	eV

Each line ends with the Mulliken charge.
CARTESIAN COORDINATES (ANGSTROEM)
C1 0.21349 0.64525 0.84411  -0.292
C2 -0.54147 -0.19949 -0.11961  0.650
C3 0.14478 -1.05429 -1.16404  -1.021
O1 -1.75475 -0.21896 0.02453  -0.520
P1 -0.73228 1.98524 1.43002  0.003
H1 1.34641 0.37679 1.07291  0.246
H2 -0.00139 -2.02867 -1.11613  0.365
H3 1.30505 -1.03397 -1.23233  0.277
H4 -0.18345 -0.88997 -2.24823  0.264
H5 0.20363 2.41808 2.50877  0.028

=====

Q) The molecule C3H5OP. Source: the Open Molecules 2025 dataset; level of theory: ωB97M-V with the def2-TZVPD basis set.

Computed properties:
SMILES string	C=PC(C)=O
HOMO-LUMO gap	0.2980	Eh
molar mass	88.05	g mol⁻¹
E_HOMO	-8.3	eV

Each line ends with the Mulliken charge.
CARTESIAN COORDINATES (ANGSTROEM)
C1 1.76624 1.37149 0.96537  -0.566
C2 -0.98401 -0.85863 0.27590  0.433
C3 -1.11684 -0.61011 -1.11935  -1.022
O1 -1.44519 -1.70762 0.97749  -0.434
P1 0.60983 0.18640 1.46257  0.057
H1 2.47464 1.83263 1.64669  0.256
H2 1.97065 1.55142 -0.01516  0.264
H3 -0.82360 0.34855 -1.33973  0.322
H4 -0.40362 -1.29642 -1.39701  0.309
H5 -2.04810 -0.81771 -1.45678  0.379

=====

Energies relative to the most stable structure are P) 0.0; Q) 94.4, reported in kJ/mol.

=====

P) A cluster of 3 separate species, C5H16NO2 in total. Source: the Open Molecules 2025 dataset; level of theory: ωB97M-V with the def2-TZVPD basis set.

Computed properties:
HOMO-LUMO gap	0.3608	Eh
molar mass	122.19	g mol⁻¹
E_HOMO	-12.9	eV
net charge	+1

Each line ends with the Mulliken charge.
CARTESIAN COORDINATES (ANGSTROEM)
C1 0.63881 -0.65196 0.50075  -0.502
C2 -0.41954 -1.66308 0.96159  -0.691
C3 -0.86233 -2.43115 -0.31151  -0.756
C4 -2.25800 -0.59002 -1.31044  -0.787
C5 -1.41403 -1.61496 -1.42548  -0.158
N1 0.85580 0.54918 1.42280  -0.180
H1 1.58273 -1.16971 0.36688  0.303
H2 0.29328 -0.16316 -0.40770  0.281
H3 -1.29508 -1.27986 1.48948  0.423
H4 0.03821 -2.31096 1.70664  0.443
H5 0.00049 -3.06369 -0.55742  0.372
H6 -1.63001 -3.19508 -0.14987  0.373
H7 -2.81244 -0.31681 -0.42841  0.263
H8 -2.59551 -0.17326 -2.24827  0.273
H9 -0.91421 -1.86455 -2.35523  0.350
H10 1.87081 0.69595 1.44183  0.337
H11 0.74885 0.25195 2.40067  0.375
H12 0.34342 1.39905 1.17165  0.275
H13 3.56853 2.67597 -0.21894  0.294
H14 2.28106 2.44209 -1.00655  0.329
O1 2.68918 2.34945 -0.14204  -0.605
H15 -1.00582 3.48488 -0.13540  0.299
H16 0.49048 3.62645 -0.47256  0.297
O2 -0.19467 3.01329 -0.29248  -0.607

=====

Q) A cluster of 3 separate species, C5H16NO2 in total. Source: the Open Molecules 2025 dataset; level of theory: ωB97M-V with the def2-TZVPD basis set.

Computed properties:
HOMO-LUMO gap	0.4227	Eh
molar mass	122.19	g mol⁻¹
E_HOMO	-14.4	eV
net charge	+1

Each line ends with the Mulliken charge.
CARTESIAN COORDINATES (ANGSTROEM)
C1 -0.99235 -0.89928 0.02185  -1.432
C2 -0.63759 0.48280 0.60984  0.275
N1 0.79468 0.68983 0.23184  -0.304
C3 0.74578 0.87051 -1.36143  -0.558
C4 -0.61017 1.59091 -1.59196  -0.501
C5 -1.28612 1.52795 -0.16435  -0.768
H1 -2.08596 -0.96700 0.16455  0.373
H2 -0.63006 -1.78698 0.49909  0.413
H3 -0.82645 -1.04171 -0.99202  0.445
H4 -0.66050 0.52917 1.76539  0.263
H5 1.42040 -0.12239 0.53896  0.363
H6 1.39741 1.55092 0.53604  0.394
H7 1.51486 1.65934 -1.66529  0.384
H8 0.56373 -0.18446 -1.87646  0.277
H9 -0.60540 2.66075 -1.88181  0.330
H10 -1.08069 1.08791 -2.53488  0.261
H11 -2.34399 1.37340 -0.09222  0.476
H12 -1.20757 2.61300 0.48778  0.300
H13 4.11690 -0.73270 -0.47366  0.281
H14 3.04263 -1.40563 -1.30554  0.256
O1 3.22964 -0.82931 -0.67624  -0.537
H15 -1.84216 -3.46531 3.17831  0.314
H16 -0.65582 -2.56563 3.60785  0.308
O2 -1.36117 -2.63608 2.97435  -0.612

=====

R) A cluster of 4 separate species, C5H16NO2 in total. Source: the Open Molecules 2025 dataset; level of theory: ωB97M-V with the def2-TZVPD basis set.

Computed properties:
HOMO-LUMO gap	0.2131	Eh
molar mass	122.19	g mol⁻¹
E_HOMO	-14.3	eV
net charge	+1

Each line ends with the Mulliken charge.
CARTESIAN COORDINATES (ANGSTROEM)
C1 -0.66937 -0.07070 2.43217  -1.179
O1 -1.79132 0.85829 -1.83501  -0.739
C2 0.27495 -0.45910 1.21879  0.343
C3 0.20280 0.50161 0.04604  -0.335
C4 1.14665 0.17399 -1.09295  -0.494
C5 2.47277 0.91028 -1.03464  -1.304
N1 1.52499 -0.80882 1.47073  -0.117
H1 -1.64965 -0.15004 2.01132  0.390
H2 -0.53525 -0.75138 3.27992  0.421
H3 -0.26244 0.85930 2.83093  0.360
H4 -0.18734 -1.42061 0.77252  0.437
H5 -0.86901 0.54154 -0.29585  -0.994
H6 0.41064 1.52528 0.33845  0.706
H7 1.34772 -0.90700 -1.01614  0.344
H8 0.69093 0.35382 -2.04873  0.429
H9 2.37004 1.98423 -1.08907  0.386
H10 3.11334 0.73687 -0.17633  0.330
H11 2.99949 0.59446 -1.92647  0.379
H12 -1.87053 -0.32127 -1.25758  0.441
H13 1.56628 -1.65622 2.07429  0.398
H14 -2.60792 1.10089 -2.29112  0.281
H15 -2.42072 -1.89789 -1.06199  0.265
H16 -1.83956 0.74432 -0.27693  0.907
O2 -2.17075 -1.10180 -0.58389  -0.655

=====

S) A cluster of 3 separate species, C5H16NO2 in total. Source: the Open Molecules 2025 dataset; level of theory: ωB97M-V with the def2-TZVPD basis set.

Computed properties:
HOMO-LUMO gap	0.3805	Eh
molar mass	122.19	g mol⁻¹
E_HOMO	-13.2	eV
net charge	+1

Each line ends with the Mulliken charge.
CARTESIAN COORDINATES (ANGSTROEM)
C1 0.21682 0.79569 1.37500  -0.709
C2 -1.08076 0.03722 1.13595  -0.686
C3 -0.93295 -1.08917 0.11563  0.807
C4 -1.31155 -0.88889 -1.14202  -0.928
C5 -0.39480 -2.39392 0.61859  -1.376
N1 0.82096 1.24489 0.06525  -0.125
H1 0.02236 1.71434 1.91466  0.379
H2 0.93688 0.20478 1.92883  0.368
H3 -1.93290 0.68395 0.90553  0.385
H4 -1.37507 -0.42036 2.07995  0.392
H5 -1.74893 0.05614 -1.46921  0.192
H6 -1.30923 -1.68271 -1.87391  0.333
H7 -0.82224 -2.63072 1.59785  0.351
H8 -0.59478 -3.20198 -0.10002  0.385
H9 0.66784 -2.34330 0.83256  0.269
H10 0.64462 0.48646 -0.61563  0.217
H11 0.26708 2.01924 -0.32854  0.380
H12 1.83496 1.20155 0.14427  0.399
H13 3.43031 -0.99950 0.05481  0.298
H14 3.00876 -1.07082 -1.40520  0.282
O1 2.71173 -0.75645 -0.54348  -0.574
H15 -0.34771 3.22616 -2.14084  0.324
H16 -1.81382 2.89047 -1.73743  0.305
O2 -0.89758 2.91692 -1.41260  -0.668

=====

Energies relative to the most stable structure are P) 79.4; Q) 186.5; R) 907.4; S) 0.0, reported in kJ/mol.

=====

P) The ion C6H9INO with charge +1. Source: the Open Molecules 2025 dataset; level of theory: ωB97M-V with the def2-TZVPD basis set.

Computed properties:
HOMO-LUMO gap (spin up / spin down)	0.2605 / 0.2604	Eh
molar mass	238.05	g mol⁻¹
E_HOMO (spin up / spin down)	-12.0 / -12.0	eV
net charge	+1

Each line ends with the Mulliken charge.
CARTESIAN COORDINATES (ANGSTROEM)
C1 0.01133 1.36775 -0.07463  0.459
C2 -1.82652 -0.03371 0.50413  -0.192
C3 -1.04637 -1.18950 0.98932  -0.496
C4 -0.19346 -1.57867 -0.35822  -0.650
C5 0.85207 -0.69219 -0.86600  -0.322
C6 0.86808 2.48876 -0.13572  -1.047
N1 -1.07934 1.03345 0.32173  -0.096
O1 2.13611 -0.69191 -0.42529  -0.456
I1 -3.78697 -0.04224 -0.04734  0.304
H1 -0.47138 -1.01087 1.87604  0.344
H2 -1.49203 -2.11899 1.39005  0.381
H3 0.37278 -2.59926 -0.27513  0.381
H4 -0.84727 -1.86804 -1.08456  0.456
H5 0.66593 -0.40012 -1.81369  0.610
H6 1.15188 2.75300 0.91172  0.307
H7 0.41911 3.13127 -0.87829  0.326
H8 1.88789 2.40305 -0.49095  0.328
H9 2.37814 -0.95177 0.45681  0.363

=====

Q) The ion C6H9INO with charge +1. Source: the Open Molecules 2025 dataset; level of theory: ωB97M-V with the def2-TZVPD basis set.

Computed properties:
SMILES string	CC1=[N+]=C(I)CC[C@@H]1O
HOMO-LUMO gap	0.3130	Eh
molar mass	238.05	g mol⁻¹
E_HOMO	-14.2	eV
net charge	+1

Each line ends with the Mulliken charge.
CARTESIAN COORDINATES (ANGSTROEM)
C1 0.35638 -1.08903 -0.17094  0.654
C2 2.31163 0.01426 0.36686  -0.099
C3 1.60939 1.33402 0.59434  -0.599
C4 0.20053 1.28355 -0.02164  -0.929
C5 0.03522 0.14931 -0.99851  0.073
C6 -0.55541 -2.19904 0.10801  -1.292
N1 1.54047 -1.01642 0.25874  -0.220
O1 -1.19286 0.13745 -1.64293  -0.501
I1 4.35542 -0.24115 0.28057  0.349
H1 1.72279 1.83138 1.53850  0.428
H2 2.21876 1.99112 0.00465  0.393
H3 -0.61611 1.06514 0.68392  0.374
H4 -0.09199 2.09434 -0.61000  0.510
H5 0.82442 0.28424 -1.79240  0.368
H6 0.01261 -2.92636 0.60980  0.440
H7 -0.85698 -2.45717 -0.85928  0.351
H8 -1.27310 -1.96664 0.84411  0.372
H9 -1.79778 0.61816 -1.19073  0.327

=====

Energies relative to the most stable structure are P) 250.5; Q) 0.0, reported in kJ/mol.

=====

P) The molecule C4H8N4. Source: the Open Molecules 2025 dataset; level of theory: ωB97M-V with the def2-TZVPD basis set.

Computed properties:
SMILES string	[H]/N=c1\cc[nH]n1NC
HOMO-LUMO gap	0.3228	Eh
molar mass	112.14	g mol⁻¹
E_HOMO	-7.9	eV

Each line ends with the Mulliken charge.
CARTESIAN COORDINATES (ANGSTROEM)
C1 -1.34540 -1.56481 -1.47068  -0.734
C2 0.70577 1.52321 1.53950  -0.329
C3 1.46925 0.37282 1.20162  -0.373
C4 0.75055 -0.26920 0.05186  0.555
H1 -1.90826 -1.58980 -2.42149  0.311
H2 -1.78097 -2.27634 -0.73170  0.280
H3 -0.36603 -2.14233 -1.58521  0.311
H4 -2.47680 0.24353 -0.79447  0.289
H5 -0.62763 2.03573 0.12442  0.300
H6 0.88031 2.20664 2.43821  0.320
H7 2.38074 -0.18166 1.97506  0.228
H8 2.17593 -0.83532 -0.31001  0.279
N1 -1.39071 -0.14166 -0.99290  -0.577
N2 -0.60152 0.04836 0.16151  0.254
N3 -0.44349 1.30801 0.86554  -0.392
N4 1.32739 -0.90507 -0.98110  -0.722

=====

Q) The molecule C4H8N4. Source: the Open Molecules 2025 dataset; level of theory: ωB97M-V with the def2-TZVPD basis set.

Computed properties:
SMILES string	[H]/N=C(\N)N1C=NCC1
HOMO-LUMO gap	0.3380	Eh
molar mass	112.14	g mol⁻¹
E_HOMO	-8.5	eV

Each line ends with the Mulliken charge.
CARTESIAN COORDINATES (ANGSTROEM)
C1 1.43401 -0.17118 -0.05001  0.405
C2 -0.83589 -1.12442 0.08264  -0.659
C3 -2.23612 -0.52686 -0.01880  -0.302
C4 -0.74260 1.19458 0.03099  0.074
H1 1.97958 1.69079 -0.74176  0.285
H2 1.91648 1.47463 0.94679  0.312
H3 2.91409 -1.28758 0.04812  0.309
H4 -0.60283 -1.55296 1.01319  0.310
H5 -0.59371 -1.84434 -0.71330  0.346
H6 -2.67404 -0.92115 -0.98633  0.238
H7 -2.99141 -0.73454 0.83424  0.264
H8 -0.31391 2.20693 -0.06096  0.341
N1 2.21060 1.03130 0.00658  -0.711
N2 1.87375 -1.30696 -0.08276  -0.583
N3 0.02373 0.01987 0.07719  0.009
N4 -2.01533 0.93228 -0.08800  -0.637

=====

Energies relative to the most stable structure are P) 542.4; Q) 0.0, reported in kJ/mol.

=====

P) The molecule C4H8N4. Source: the Open Molecules 2025 dataset; level of theory: ωB97M-V with the def2-TZVPD basis set.

Computed properties:
SMILES string	C=NN/C=C\C=N\N
HOMO-LUMO gap	0.3122	Eh
molar mass	112.14	g mol⁻¹
E_HOMO	-7.6	eV

Each line ends with the Mulliken charge.
CARTESIAN COORDINATES (ANGSTROEM)
C1 1.69111 0.66629 0.07693  0.068
C2 0.75265 1.70974 0.02029  -0.560
C3 -0.58782 1.46642 -0.04816  -0.107
C4 -2.91877 -1.08071 0.04297  -0.310
H1 1.98701 -2.22509 -0.03695  0.253
H2 3.16652 -1.30163 0.53326  0.247
H3 2.71719 1.03853 0.06996  0.304
H4 1.08534 2.76346 -0.20194  0.226
H5 -1.23829 2.33743 -0.12368  0.336
H6 -0.53832 -0.57479 -0.09605  0.652
H7 -2.23581 -1.95490 0.09727  0.187
H8 -3.98323 -1.25479 0.17023  0.264
N1 2.44163 -1.38679 -0.20381  -0.842
N2 1.35806 -0.53952 -0.03383  -0.097
N3 -1.16978 0.22614 -0.19923  0.218
N4 -2.52749 0.11019 -0.06724  -0.838

=====

Q) The molecule C4H8N4. Source: the Open Molecules 2025 dataset; level of theory: ωB97M-V with the def2-TZVPD basis set.

Computed properties:
SMILES string	[H]/N=C\N(/C=N\[H])/C(C)=N/[H]
HOMO-LUMO gap	0.3156	Eh
molar mass	112.14	g mol⁻¹
E_HOMO	-8.3	eV

Each line ends with the Mulliken charge.
CARTESIAN COORDINATES (ANGSTROEM)
C1 -1.52825 0.44335 0.91480  -1.684
C2 -0.42336 0.59269 -0.09048  0.880
C3 1.48948 -0.08399 -1.04191  0.062
C4 0.37755 -1.60097 0.65465  0.251
H1 -2.22268 -0.41180 0.91364  0.439
H2 -2.22350 1.33495 0.95410  0.280
H3 -1.34162 0.44576 1.91263  0.477
H4 -1.12447 2.39012 -0.86791  0.213
H5 1.99245 -1.03686 -1.07102  0.279
H6 1.34004 2.09956 -1.01481  0.373
H7 -0.03134 -1.16592 1.63365  0.283
H8 0.84108 -2.71544 -0.73273  0.260
N1 -0.19894 1.72910 -0.79752  -0.683
N2 0.44662 -0.40450 -0.20320  -0.136
N3 1.97898 1.20046 -1.39362  -0.671
N4 0.62796 -2.81652 0.22976  -0.622

=====

R) The molecule C4H8N4. Source: the Open Molecules 2025 dataset; level of theory: ωB97M-V with the def2-TZVPD basis set.

Computed properties:
HOMO-LUMO gap (spin up / spin down)	0.2461 / 0.2759	Eh
molar mass	112.14	g mol⁻¹
E_HOMO (spin up / spin down)	-7.3 / -7.9	eV

Each line ends with the Mulliken charge.
CARTESIAN COORDINATES (ANGSTROEM)
C1 0.56416 -0.22037 -0.85321  -0.005
C2 1.07620 -0.18995 0.45793  0.302
N1 1.13759 -0.58735 -2.00508  -0.404
N2 -1.78332 -0.67329 -0.40358  -0.601
C3 -0.77870 0.33138 -0.61269  -0.284
C4 -0.26503 0.82596 0.93540  0.138
N3 2.23628 -0.30637 0.95635  -0.758
N4 -1.15974 0.61413 1.88545  -0.717
H1 0.57678 -0.82821 -2.80710  0.223
H2 2.10657 -0.87219 -1.99772  0.242
H3 2.20660 -0.41142 1.97200  0.267
H4 -2.53405 -0.43446 0.24876  0.291
H5 -1.38552 -1.50649 0.02327  0.305
H6 -1.12711 1.34460 2.59271  0.249
H7 -1.12553 1.11793 -1.29058  0.327
H8 0.25482 1.79610 0.89807  0.426

=====

Energies relative to the most stable structure are P) 0.0; Q) 153.5; R) 97.3, reported in kJ/mol.